{
  "formula": "C13H12LiN2O11",
  "method": "wB97M-V/def2-TZVPD",
  "fmax_ev_per_a": 3.85,
  "homo_lumo_gap_ev": 3.052,
  "e_homo_ev": 1.900,
  "total_charge": -3,
  "symbols": ["Li", "C", "C", "C", "O", "C", "C", "C", "O", "O", "O", "H", "H", "C", "C", "C", "O", "C", "C", "C", "O", "O", "O", "H", "H", "C", "O", "N", "N", "H", "H", "H", "H", "O", "H", "H", "O", "H", "H"],
  "xyz": [[-8.6205, -10.9180, 19.4267], [-11.3714, -9.0799, 18.4842], [-12.7148, -8.8006, 18.6565], [-13.2664, -8.2320, 19.9381], [-14.5202, -8.1797, 20.1596], [-12.3771, -7.8086, 20.9149], [-10.9573, -7.9441, 20.7498], [-10.4096, -8.7731, 19.5132], [-9.2092, -9.0683, 19.3302], [-10.0677, -7.4210, 21.4090], [-13.4850, -9.0107, 17.6454], [-11.0708, -9.6581, 17.6207], [-12.6993, -7.5412, 21.9124], [-4.9913, -9.3933, 24.0017], [-4.9575, -10.5913, 24.6972], [-6.0794, -11.6154, 24.5340], [-6.1898, -12.6699, 25.2554], [-7.0119, -11.4414, 23.5289], [-7.0742, -10.2745, 22.6730], [-6.0263, -9.1320, 23.0524], [-6.1965, -8.0244, 22.5250], [-7.7621, -10.1599, 21.6615], [-3.9706, -10.8081, 25.4826], [-4.1548, -8.7093, 24.0201], [-7.7904, -12.1845, 23.3877], [-5.6848, -10.8684, 17.9428], [-6.8317, -10.8535, 18.3576], [-4.9842, -12.0122, 17.7181], [-5.0425, -9.7187, 17.5213], [-5.3882, -12.8448, 18.1057], [-4.0680, -11.9528, 17.3252], [-5.6313, -8.9017, 17.4905], [-4.3863, -9.9181, 16.7897], [-9.5476, -11.6890, 17.6983], [-10.1431, -11.4561, 16.9787], [-9.4249, -12.6423, 17.6256], [-9.8219, -12.0399, 20.8700], [-10.6684, -12.3898, 20.5701], [-9.9416, -11.8471, 21.8080]],
  "atomic_forces_ev_per_a": [[0.034, 1.143, 0.715], [1.342, 0.127, 2.345], [-1.607, -0.432, -3.476], [-1.840, 0.256, 1.821], [0.636, -0.252, -0.939], [1.657, -0.578, -0.063], [0.965, 0.009, -0.947], [-1.362, -0.391, -2.092], [0.022, 0.017, 0.777], [-0.316, 0.188, 0.720], [0.151, 0.253, 1.625], [0.052, 0.278, -0.207], [-0.292, 0.351, -0.121], [-1.318, -0.505, -1.391], [2.385, 0.262, 1.488], [-0.925, -2.191, 0.959], [1.070, 1.275, -0.093], [-0.816, 1.871, -1.580], [1.677, -1.012, 1.083], [-0.700, 0.746, -0.046], [0.300, -0.197, -0.266], [-0.312, -0.040, -0.284], [-1.004, -0.687, -0.320], [0.000, 0.121, 0.342], [0.091, -0.214, 0.052], [-1.529, 0.951, -0.390], [0.746, -0.461, 0.312], [-0.202, -0.056, 0.016], [0.100, -0.808, 0.369], [0.342, -0.124, -0.046], [0.240, -0.433, 0.299], [0.061, -0.002, -0.107], [0.106, 0.733, -0.212], [0.177, -0.722, -0.101], [-0.122, 0.352, 0.296], [-0.010, 0.066, -0.018], [-0.230, -0.557, -0.416], [-0.027, 0.251, 0.004], [0.459, 0.411, -0.107]]
}